ORCA calculation (ωB97M-V/def2-TZVPD) on a 5-piece molecular cluster, C14H27BBr8ClN2O2 overall at a distorted geometry.

Geometry as XYZ:
```
55
Properties=species:S:1:pos:R:3
H 0.834 -3.626 4.090
N 0.271 -1.470 3.179
H 2.229 -2.845 1.028
Br 1.506 2.139 -0.276
C -0.279 6.230 -2.769
H 3.133 -7.270 1.809
H 0.415 4.555 -1.585
C -3.884 -1.187 2.762
Br -3.318 4.796 -4.801
Br 1.679 -5.103 -0.989
C -0.833 -1.294 2.467
C -2.911 -0.034 2.620
H -2.495 2.509 -5.240
C -0.942 -0.043 4.270
Br -0.472 7.320 -1.169
H 0.078 6.886 -3.556
C 2.546 -6.644 -0.160
N -1.577 -0.424 3.139
H -3.243 0.794 3.229
C -2.478 3.399 -5.866
C -3.891 -1.687 4.220
H -0.544 2.886 -6.633
H 1.833 -7.460 -0.247
C 3.604 0.668 -1.556
H -4.868 -2.092 4.440
H -1.284 5.890 -3.010
Br 2.499 5.570 -2.485
C 0.625 5.054 -2.525
H -3.177 -2.489 4.370
H -0.501 4.163 -5.404
H 1.830 -0.281 -0.738
Br 4.395 -5.180 1.446
H -3.588 -2.021 2.133
O 2.070 -2.102 1.631
C 2.539 0.507 -0.505
Cl -2.773 0.547 0.957
Br 2.846 0.616 -3.346
H 4.145 1.604 -1.467
C 0.225 -0.702 4.300
H 0.999 -0.662 5.036
H -4.874 -0.884 2.457
C 2.859 -6.360 1.280
H 4.306 -0.163 -1.516
C -1.063 3.755 -6.237
B 1.325 -2.455 2.673
H -3.653 -0.897 4.922
O 1.415 -3.634 3.323
H -1.347 0.651 4.976
H 2.985 0.314 0.468
H 2.035 -5.878 1.797
H -1.087 -1.757 1.537
H 3.427 -6.869 -0.752
Br -1.004 5.082 -7.656
H 0.547 4.335 -3.338
H -3.112 3.243 -6.732
```

The net charge is +1. As for the HOMO energy: -11.35 eV. The frontier orbital gap comes out at 8.298 eV. As for the LUMO energy: -3.052 eV.



ORCA calculation (ωB97M-V/def2-TZVPD) on one molecule with the formula C8H12S at a distorted geometry.

Geometry as XYZ:
```
21
Properties=species:S:1:pos:R:3
H 0.310 2.151 1.378
H -1.131 2.564 -0.788
H -0.536 -2.922 0.832
H -0.192 -2.631 -0.900
C -0.535 0.237 0.281
H 0.436 2.023 -1.552
H -2.575 -0.586 0.571
C -0.661 -2.258 -0.053
H 0.386 3.390 -0.493
S 2.066 1.066 0.362
C 2.631 -1.647 -0.269
C 0.040 -0.961 0.228
H 3.656 -1.429 -0.338
H -1.684 -2.128 -0.158
C -0.085 2.482 -0.789
C 1.869 -0.600 0.030
C -2.014 0.434 0.546
H -2.078 1.075 1.381
C 0.292 1.513 0.366
H -2.460 0.892 -0.218
H 2.266 -2.662 -0.417
```

As for the SMILES: C=C1S[C@@H](C)C(C)=C1C. Its energy above the lowest of the compared OMol25 structures with the same formula, charge and spin is 68.15 kcal/mol. As for the HOMO energy: -8.06 eV. The frontier orbital gap comes out at 8.916 eV. As for the LUMO energy: 0.856 eV.



ORCA calculation (ωB97M-V/def2-TZVPD) on a 2-piece molecular cluster, C5H14 overall.

Geometry as XYZ:
```
19
Properties=species:S:1:pos:R:3
H 3.876 1.780 -0.632
H -3.243 0.603 0.425
H -2.985 -1.896 0.552
C -0.831 -1.905 0.487
H 2.747 2.386 -1.812
C -2.317 0.124 0.750
H -0.811 -2.977 0.276
H -0.059 -1.361 -0.049
C 2.818 1.982 -0.805
C 1.970 0.739 -0.594
H -2.374 -1.267 -0.908
H 2.354 0.150 0.242
H 2.047 0.037 -1.433
H -2.335 0.141 1.841
H 2.534 2.803 -0.144
H -0.620 -1.823 1.556
H 0.929 0.944 -0.364
C -2.182 -1.261 0.174
H -1.517 0.801 0.439
```

As for the SMILES: CCC.CC. Its energy above the lowest of the compared OMol25 structures with the same formula, charge and spin is 2.46 kcal/mol. As for the HOMO energy: -11.34 eV. The frontier orbital gap comes out at 12.442 eV. As for the LUMO energy: 1.106 eV.



ORCA calculation (ωB97M-V/def2-TZVPD) on one molecule with the formula C3H5NO at a distorted geometry.

Geometry as XYZ:
```
10
Properties=species:S:1:pos:R:3
N -2.024 1.943 0.506
H 1.898 0.200 -0.731
C 0.144 -0.102 0.624
H -1.233 -1.571 0.529
O -0.412 -1.333 0.975
C 0.804 -0.048 -0.864
H 0.878 0.179 1.307
H 0.338 0.565 -1.509
H 0.824 -0.970 -1.421
C -1.217 1.138 0.584
```

As for the SMILES: C[C@H](O)C#N. Its energy above the lowest of the compared OMol25 structures with the same formula, charge and spin is 50.70 kcal/mol. As for the HOMO energy: -11.35 eV. The frontier orbital gap comes out at 11.953 eV. As for the LUMO energy: 0.602 eV.



ORCA calculation (ωB97M-V/def2-TZVPD) on a 11-piece molecular cluster, C45H94BBr20F2NOPS2 overall.

Geometry as XYZ:
```
167
Properties=species:S:1:pos:R:3
H -8.268 7.652 7.776
H 0.258 -5.109 1.851
H -6.649 -1.097 -10.683
C 1.675 5.864 -2.386
C -0.316 -1.847 0.744
C -7.265 1.191 -1.669
H -5.143 2.438 7.393
H -4.961 1.413 5.950
H -4.281 0.967 -3.429
C -5.499 2.251 6.382
O 3.629 4.306 -2.556
H -7.729 3.214 1.084
H 2.854 -8.439 2.654
H -6.567 1.943 0.706
C 9.787 -1.872 -1.012
H -1.436 2.145 -0.282
Br -7.354 1.694 6.562
H 3.599 3.737 2.421
H 10.481 -5.822 -0.229
H -5.418 -0.316 -2.997
H 3.594 -2.139 0.335
C 3.181 1.293 0.769
C 0.703 3.531 0.029
C -0.514 -3.106 1.594
C 2.596 -8.728 3.671
Br -0.581 3.411 -5.720
C -6.288 7.139 7.071
C 10.307 -6.528 -1.032
H 1.695 -3.401 -0.238
H 1.021 5.349 2.602
H 2.277 6.624 -2.894
H -7.839 0.411 1.754
H 1.058 6.363 -1.634
H -1.465 -2.879 -0.772
Br 7.561 -6.303 -0.228
C -7.622 2.229 0.619
H 3.917 4.878 0.342
N -3.022 -0.563 -1.712
H -5.626 -0.471 -7.745
H 1.925 3.101 2.419
H -4.370 3.915 5.652
H 1.941 -2.597 2.270
F 2.133 5.050 4.247
H -9.956 1.272 3.035
H 9.270 -8.084 0.007
Br -7.997 0.858 -8.944
C 1.939 -10.083 3.666
H -0.284 -4.757 0.211
C -8.497 0.020 -10.621
C 9.080 -7.369 -0.791
H -6.294 2.077 -3.421
C 6.058 -4.247 5.078
H 4.442 2.701 -0.106
Br 10.164 -5.460 -2.650
H -3.797 1.273 -0.954
C 3.801 -2.743 1.224
Br 1.423 -7.336 4.336
H -9.254 0.798 0.751
H -3.732 0.735 -5.660
H -2.129 -0.077 0.161
Br 9.654 0.565 0.516
C -6.035 1.679 -2.441
H -8.373 1.955 3.424
H -7.629 -1.189 -12.163
C -9.126 1.863 2.639
H -0.255 -2.906 2.637
H -3.791 1.270 -7.353
H 8.722 -1.712 -1.147
H -9.187 -0.781 -10.366
H 4.416 4.116 -2.036
C -7.948 2.321 -0.874
H 0.930 -10.041 3.268
C 6.103 -4.556 3.605
H 2.176 -4.979 0.388
H 10.566 -1.686 5.928
H 0.018 4.385 0.134
C 2.565 3.939 2.127
P 2.508 4.242 0.184
H 6.862 -3.564 5.340
C 0.423 1.345 -7.429
H -5.586 2.508 -1.877
H 0.372 2.123 -8.184
Br -8.574 5.446 6.684
H 7.104 -4.860 3.300
Br 4.409 -3.354 5.574
H -3.150 -1.500 0.105
Br 1.798 -10.842 5.450
H 2.534 -10.788 3.091
H 5.776 -3.715 2.998
C -7.305 -0.544 -11.350
H 0.400 1.195 -5.262
C 0.248 -4.337 1.072
Br -5.761 6.465 8.815
H -9.012 0.774 -11.209
H 10.822 -0.481 3.665
H 11.203 -0.029 6.007
H 11.181 -7.164 -1.162
H -3.992 -1.114 -7.444
H -0.597 -0.977 1.346
H 1.216 2.252 -1.648
H 10.194 -2.388 -1.879
Br -5.641 3.180 3.663
C 9.952 -0.395 4.313
C -5.373 3.503 5.556
C 10.342 -0.639 5.746
H -8.035 7.770 6.017
S -1.605 -0.911 -3.919
H -9.033 2.293 -1.018
C -4.825 -0.559 -7.017
H 6.121 -5.147 5.684
C -4.350 0.788 -6.553
H 2.792 -4.160 2.470
H 1.933 5.603 0.447
H -5.832 6.481 6.338
C -0.786 1.831 -1.104
C -2.153 -0.005 -2.693
C 0.364 2.826 -1.278
H 3.487 -8.706 4.292
H -7.581 3.282 -1.246
Br 8.682 -1.709 3.667
H 8.765 -7.897 -1.685
H -4.747 -0.191 -0.654
C -8.487 1.220 1.407
H -1.587 -3.344 1.594
H 11.536 -0.775 -0.388
Br -5.819 1.996 -6.131
H 4.276 -2.092 1.962
H -7.973 0.736 -2.367
C -4.963 0.618 -2.648
H -0.517 -1.547 -1.397
C 0.604 1.919 -6.049
C 2.073 5.155 2.828
C 10.538 -0.591 -0.771
C 3.362 2.487 -0.140
H -9.519 2.856 2.404
H 3.767 0.436 0.421
H 1.616 2.307 -5.943
Br -1.212 0.304 -7.619
H 0.737 -1.702 0.505
H 3.483 1.493 1.797
C -7.784 7.206 6.912
H 0.471 2.862 0.861
H -0.388 0.849 -0.853
H -5.853 8.132 6.986
Br 4.929 -6.040 3.157
F 1.849 0.836 0.797
Br 8.934 -0.152 6.991
C -4.144 0.328 -1.404
C -2.368 -0.962 -0.442
C 2.518 -3.371 1.761
H 3.171 2.146 -1.164
H -6.112 4.243 5.848
C -1.140 -1.855 -0.557
Br 9.969 -3.114 0.468
H 4.520 -3.515 0.924
H 0.079 3.549 -2.048
H 10.598 -0.018 -1.694
B 2.628 4.793 -1.727
Br -5.520 -1.663 -5.579
H -6.962 0.394 -0.980
H 1.234 0.658 -7.660
S -1.742 1.721 -2.654
Br -6.217 0.841 -12.168
H 2.650 6.047 2.569
H 1.015 5.416 -3.139
H 9.486 0.575 4.169
C 1.691 -4.032 0.657
```

Its energy above the lowest of the compared OMol25 structures with the same formula, charge and spin is 0.00 kcal/mol. The net charge is -1. As for the HOMO energy: -3.45 eV. The frontier orbital gap comes out at 4.813 eV. As for the LUMO energy: 1.358 eV.



ORCA calculation (ωB97M-V/def2-TZVPD) on an isolated ion of composition C2H3NO3P and charge -1 at a distorted geometry.

Geometry as XYZ:
```
10
Properties=species:S:1:pos:R:3
O -2.020 -0.071 -1.376
O -0.097 1.027 -1.101
N 0.702 -0.262 0.929
H -1.043 -1.638 0.791
P 1.561 0.775 -0.194
C -0.962 0.068 -0.840
H 0.330 0.465 1.516
C -0.488 -0.933 0.168
H 0.273 -1.472 -0.457
O 1.744 2.042 0.565
```

As for the SMILES: O=C1CNP([O-])O1. Its energy above the lowest of the compared OMol25 structures with the same formula, charge and spin is 21.91 kcal/mol. The net charge is -1. As for the HOMO energy: -4.12 eV. The frontier orbital gap comes out at 8.294 eV. As for the LUMO energy: 4.170 eV.



ORCA calculation (ωB97M-V/def2-TZVPD) on a 2-piece molecular cluster, C4H5N3S2 overall at a distorted geometry.

Geometry as XYZ:
```
14
Properties=species:S:1:pos:R:3
C 0.016 3.050 1.425
H -0.244 -0.505 -2.992
S 2.754 2.382 0.629
S -0.077 1.449 0.762
C -0.405 -0.659 -0.932
H 1.897 0.341 -0.042
N 0.075 4.001 2.060
N -0.707 -1.541 -0.062
H -2.408 -2.133 0.680
C 1.615 1.215 0.350
H -1.034 -2.455 1.809
N 0.041 -1.074 -2.177
C -1.374 -1.961 0.879
H -0.148 -2.109 -2.388
```

Its energy above the lowest of the compared OMol25 structures with the same formula, charge and spin is 47.00 kcal/mol. As for the HOMO energy: -8.65 eV. The frontier orbital gap comes out at 8.157 eV. As for the LUMO energy: -0.490 eV.



ORCA calculation (ωB97M-V/def2-TZVPD) on a 2-piece molecular cluster, C6H13N2 overall at a distorted geometry.

Geometry as XYZ:
```
21
Properties=species:S:1:pos:R:3
H -0.990 0.417 2.044
H 2.910 0.622 1.257
H 0.829 0.821 -2.318
H 1.241 -0.683 -1.691
C -2.440 -0.419 0.030
H 1.449 2.561 0.759
H -1.362 -2.105 0.572
C 2.668 0.088 0.341
C -0.862 -0.636 1.830
C -3.156 -1.084 -0.868
C 1.738 0.864 -0.534
H 3.605 -0.118 -0.182
H -3.066 -2.154 -1.018
H -2.505 0.639 0.247
H 0.597 2.656 -0.891
H 2.227 -0.872 0.632
H -0.207 -1.304 2.371
N 1.499 0.302 -1.752
N -1.501 -1.129 0.835
H -3.883 -0.561 -1.475
C 1.210 2.096 -0.190
```

The expectation value of S² is 0.7630. Its energy above the lowest of the compared OMol25 structures with the same formula, charge and spin is 4.70 kcal/mol. The net charge is +2. As for the HOMO energy (spin up / spin down): -18.45 / -18.45 eV. The frontier orbital gap (spin up / spin down) comes out at 9.660 / 7.369 eV. As for the LUMO energy (spin up / spin down): -8.790 / -11.083 eV. The spin multiplicity is 2.